ORCA calculation (the ωB97M-V functional and the def2-TZVPD basis) on a cluster of 2 separate species, C6H10NO in total at a distorted geometry.

```
18
Properties=species:S:1:pos:R:3:mulliken_charge:R:1
C -2.14633 0.89845 1.16914 -0.37
C -1.32502 0.03371 1.08067 -0.23
C 0.26486 -3.08296 0.10766 -0.85
C -0.38127 -1.93318 -0.00375 0.11
C 1.22011 1.68047 0.03286 -0.93
C 0.64415 0.73850 -0.94207 0.23
N -0.20323 -0.73047 0.68571 -0.14
O -0.50827 0.83194 -1.46722 -0.29
H -3.00080 1.44836 0.94106 0.43
H 0.03284 -3.87582 -0.60062 0.24
H 1.00516 -3.28562 0.82669 0.28
H -1.13170 -1.73103 -0.70684 0.42
H 2.00991 1.39395 0.77442 0.35
H 1.83348 2.49809 -0.42918 0.38
H 0.46733 2.39280 0.58271 0.28
H 1.41206 0.13123 -1.53980 0.35
H 0.43325 -0.81026 1.52801 0.33
H -1.07528 1.37151 -0.88234 0.40
```

- HOMO (spin up / spin down) (eV) = -13.3 / -13.3
- relative energy (zero: lowest compared OMol25 entry of this formula, charge and spin) (eV) = 4.237
- charge = +1
- HOMO-LUMO gap (spin up / spin down) (eV) = 8.34 / 8.34
- electronic energy (a.u.) = -364.19153
- LUMO energy (spin up / spin down) (eV) = -4.938 / -4.938